(1)
This record from OMol25 describes a cluster of 2 separate species, C2H3BrClN2S in total in a non-equilibrium geometry. The level of theory is ωB97M-V/def2-TZVPD.

Calculated values
Relative energy (zero: lowest compared OMol25 entry of this formula, charge and spin) = 1.394 eV
Total charge = +1
HOMO energy = -14.108 eV

Cartesian coordinates (Å):
C  0.373  -0.264  0.580
C  1.448  -1.421  -2.431
N  1.169  -0.902  -0.152
N  -0.559  0.611  0.143
S  0.389  -2.485  -2.693
Cl  2.385  -0.185  -2.599
Br  0.437  -0.194  2.546
H  1.776  -1.426  0.413
H  -0.452  0.940  -0.785
H  -0.768  1.316  0.810

=====

(2)
This record from OMol25 describes the molecule C4H7N in a non-equilibrium geometry. The level of theory is ωB97M-V/def2-TZVPD.

Calculated values
SMILES = CC#CCN
Relative energy (zero: lowest compared OMol25 entry of this formula, charge and spin) = 2.167 eV
Total charge = 0
HOMO energy = -9.226 eV

Cartesian coordinates (Å):
C  -0.103  2.112  -1.357
C  -0.175  0.824  -0.701
C  -0.187  -0.231  -0.123
C  -0.271  -1.541  0.556
H  -0.817  2.858  -0.801
H  1.054  2.377  -1.265
H  -0.385  2.055  -2.457
H  -0.124  -2.319  -0.270
H  -1.333  -1.716  0.812
H  1.500  -1.392  1.381
H  0.226  -1.273  2.545
N  0.614  -1.753  1.680

=====

(3)
This record from OMol25 describes a structure of composition C23H16BaBrF6N4OPSe3Te in a non-equilibrium geometry. The level of theory is ωB97M-V/def2-TZVPD.

Calculated values
2S+1 = 2
Relative energy (zero: lowest compared OMol25 entry of this formula, charge and spin) = 2.588 eV
Total charge = -1
HOMO energy (alpha / beta) = -4.290 / -4.218 eV

Cartesian coordinates (Å):
Ba  -0.367  0.080  -0.994
C  -2.316  -3.231  -3.591
C  -1.307  -2.348  -3.198
N  -0.998  -2.095  -1.947
C  -1.664  -2.719  -0.961
C  -2.719  -3.627  -1.257
C  -3.033  -3.858  -2.610
C  -3.403  -4.282  -0.223
C  -2.987  -4.103  1.069
C  -1.919  -3.270  1.372
C  -1.266  -2.494  0.410
N  -0.264  -1.612  0.575
C  0.295  -1.175  1.717
C  -0.150  -1.316  3.038
C  0.596  -0.890  4.128
C  1.809  -0.269  3.973
C  2.270  0.000  2.677
C  3.470  0.699  2.446
C  3.874  0.950  1.164
C  3.035  0.548  0.121
N  1.896  -0.084  0.297
C  1.513  -0.416  1.543
H  -2.523  -3.396  -4.638
H  -0.735  -1.836  -3.966
H  -3.827  -4.555  -2.844
H  -4.220  -4.941  -0.469
H  -3.491  -4.622  1.873
H  -1.593  -3.257  2.394
H  -1.120  -1.733  3.243
H  0.207  -1.067  5.122
H  2.402  0.042  4.821
H  4.046  1.029  3.298
H  4.802  1.452  0.947
H  3.327  0.774  -0.898
Se  -1.081  1.662  -3.719
Se  0.778  1.374  -4.945
Te  2.091  -0.182  -3.475
Se  4.360  0.679  -3.569
O  3.557  5.706  0.824
C  2.743  4.718  0.405
C  2.745  4.232  -0.904
C  1.845  3.241  -1.237
N  0.967  2.724  -0.386
C  0.986  3.180  0.852
Br  -0.269  2.446  2.063
C  1.847  4.162  1.316
H  4.087  6.038  0.089
H  3.443  4.600  -1.641
H  1.812  2.858  -2.247
H  1.826  4.497  2.342
F  -2.041  1.253  -0.457
P  -3.667  0.812  -0.625
F  -4.034  1.915  0.487
F  -3.779  1.909  -1.802
F  -3.220  -0.301  -1.738
F  -5.200  0.387  -0.803
F  -3.436  -0.289  0.540

=====

(4)
This record from OMol25 describes a structure of composition C5H12N4 in a non-equilibrium geometry. The level of theory is ωB97M-V/def2-TZVPD.

Calculated values
Relative energy (zero: lowest compared OMol25 entry of this formula, charge and spin) = 6.495 eV
Total charge = 0
HOMO energy (alpha / beta) = -6.746 / -6.745 eV

Cartesian coordinates (Å):
C  0.922  0.707  1.413
N  0.523  -0.345  0.440
N  1.076  -1.617  0.903
C  0.897  0.015  -0.991
N  1.920  0.674  -1.356
H  0.382  -2.324  0.670
H  1.921  -1.779  0.361
H  2.308  1.292  -0.649
H  0.461  -0.731  -1.654
H  0.477  1.651  1.098
H  0.559  0.398  2.389
H  2.008  0.766  1.444
C  -1.054  1.045  -0.984
C  -1.080  -0.371  0.310
C  -1.679  -1.517  -0.131
N  -1.087  2.233  -0.543
H  -1.564  2.893  -1.162
H  -1.516  0.695  -1.924
H  -1.529  0.177  1.128
H  -1.231  -2.161  -0.877
H  -2.713  -1.701  0.115

=====

(5)
This record from OMol25 describes a cluster of 2 separate species, C7H16BN5O6S in total in a non-equilibrium geometry. The level of theory is ωB97M-V/def2-TZVPD.

Calculated values
SMILES = CCNc1nnc(OB(O)O)nn1.CCOS(C)(=O)=O
Total charge = 0
HOMO energy = -9.860 eV

Cartesian coordinates (Å):
C  -2.745  -4.445  -0.432
C  -2.075  -3.681  -1.569
N  -0.836  -4.377  -2.022
C  0.285  -3.823  -1.416
N  1.039  -3.028  -2.154
N  2.084  -2.477  -1.565
C  2.259  -2.776  -0.298
O  3.317  -2.186  0.299
B  2.844  -1.270  1.269
O  2.769  -1.635  2.567
O  2.477  -0.009  0.848
N  1.533  -3.592  0.436
N  0.491  -4.149  -0.154
H  -3.801  -4.216  -0.370
H  -2.622  -5.501  -0.622
H  -2.266  -4.203  0.502
H  -2.749  -3.516  -2.397
H  -1.806  -2.709  -1.163
H  -0.726  -4.273  -3.022
H  1.851  -1.494  2.853
H  1.688  -0.119  0.290
O  -0.349  2.492  1.664
S  0.385  3.693  1.395
O  0.274  4.822  2.264
O  0.066  4.156  -0.098
C  -1.317  4.297  -0.475
C  -1.930  5.580  0.050
C  2.082  3.307  1.149
H  -1.883  3.423  -0.148
H  -1.324  4.300  -1.563
H  -2.013  5.563  1.135
H  -2.928  5.718  -0.367
H  -1.312  6.437  -0.218
H  2.152  2.478  0.453
H  2.496  3.024  2.114
H  2.591  4.187  0.765

=====

(6)
This record from OMol25 describes a cluster of 6 separate species, C8H24O5 in total in a non-equilibrium geometry. The level of theory is ωB97M-V/def2-TZVPD.

Calculated values
SMILES = C=C/C=C/CCCC.O.O.O.O.O
Relative energy (zero: lowest compared OMol25 entry of this formula, charge and spin) = 2.611 eV
Total charge = 0
HOMO energy = -9.219 eV

Cartesian coordinates (Å):
C  -3.019  0.373  0.634
C  -1.821  0.931  1.347
C  -1.643  2.427  0.940
C  -1.195  2.601  -0.477
C  2.742  0.370  -1.379
C  2.273  0.905  -0.266
C  1.228  1.973  -0.196
C  0.035  1.708  -0.744
H  -3.018  -0.275  -0.208
H  -3.830  1.104  0.489
H  -3.466  -0.407  1.315
H  -0.916  0.369  1.094
H  -2.070  0.946  2.448
H  -2.633  2.914  1.218
H  -0.997  2.991  1.595
H  -0.927  3.634  -0.822
H  -2.030  2.287  -1.228
H  2.496  0.703  -2.355
H  3.493  -0.393  -1.408
H  2.848  0.750  0.675
H  1.486  2.933  0.310
H  -0.021  1.009  -1.543
H  0.538  -3.418  -1.254
H  -1.007  -3.430  -1.629
O  -0.282  -3.880  -1.190
H  -0.162  -0.701  -2.056
H  -0.001  -1.472  -3.397
O  -0.416  -1.484  -2.545
H  3.523  -2.591  0.189
H  2.288  -1.834  0.141
O  2.943  -2.226  -0.476
H  -0.628  -2.727  0.219
H  -0.981  -1.633  1.137
O  -1.029  -2.640  1.082
H  2.125  -0.793  3.566
H  1.795  -0.145  2.161
O  2.281  -0.878  2.614

=====

(7)
This record from OMol25 describes a cluster of 2 separate species, C7H14 in total. The level of theory is ωB97M-V/def2-TZVPD.

Calculated values
SMILES = CC(C)=C1CC1.C
Relative energy (zero: lowest compared OMol25 entry of this formula, charge and spin) = 2.332 eV
Total charge = 0
HOMO energy = -8.618 eV

Cartesian coordinates (Å):
C  1.474  -0.953  0.524
C  0.571  0.203  0.200
C  0.298  1.238  1.256
C  -1.605  -1.305  1.404
C  0.105  0.373  -1.023
C  0.334  0.110  -2.438
C  -0.405  1.369  -1.957
H  1.220  -1.842  -0.057
H  2.501  -0.678  0.275
H  1.456  -1.221  1.582
H  0.341  0.842  2.274
H  1.062  2.018  1.175
H  -0.676  1.715  1.112
H  -1.867  -2.344  1.227
H  -0.855  -1.254  2.196
H  -2.476  -0.736  1.714
H  -1.236  -0.874  0.474
H  1.360  0.210  -2.780
H  -0.246  -0.625  -2.987
H  -1.466  1.428  -2.188
H  0.108  2.327  -1.983

=====

(8)
This record from OMol25 describes a structure of composition C2H9N2Si in a non-equilibrium geometry. The level of theory is ωB97M-V/def2-TZVPD.

Calculated values
Relative energy (zero: lowest compared OMol25 entry of this formula, charge and spin) = 1.326 eV
Total charge = +1
HOMO energy = -14.612 eV

Cartesian coordinates (Å):
C  -0.403  0.055  1.427
C  -1.203  -0.808  -0.606
N  1.114  -0.254  -0.287
N  -0.227  0.124  -0.006
Si  1.544  1.201  -0.996
H  -1.449  0.445  1.513
H  -0.359  -0.994  1.876
H  0.335  0.642  2.040
H  -2.154  -0.625  0.011
H  -1.487  -0.462  -1.611
H  -0.993  -1.903  -0.686
H  1.685  -0.965  0.199
H  0.589  2.177  -1.303
H  3.009  1.368  -1.569

=====

Q: What is the formula in the fourth record?
A: C5H12N4

=====

Q: Look up the total charge of the second one.
A: 0

=====

Q: Which value of total charge does entry 2 give?
A: 0